Record 1
11
Properties=species:S:1:pos:R:3:lowdin_charge:R:1 method="wB97M-V/def2-TZVPD" homo_energy_ev="-8.6 / -10.2" lumo_energy_ev="-2.0 / -1.2" charge=0 orbital_gap_ev="6.65 / 9.02"
N -2.445 -0.633 0.423 0.198
C -1.332 -0.275 0.445 -0.297
C -0.388 1.236 0.421 0.065
C 0.148 -0.083 0.444 -0.219
C 1.004 -0.770 -0.842 -0.329
O 2.198 -0.504 -0.471 -0.031
H -0.347 1.897 1.289 0.108
H -0.751 1.674 -0.511 0.113
H 0.612 -0.402 1.379 0.152
H 0.652 -1.827 -0.836 0.119
H 0.570 -0.241 -1.724 0.121



Record 2
110
Properties=species:S:1:pos:R:3:lowdin_charge:R:1 method="wB97M-V/def2-TZVPD" homo_energy_ev=-9.6 lumo_energy_ev=-2.7 charge=+1 orbital_gap_ev=6.93
Ti -0.835 0.689 0.516 0.988
C -0.911 -5.922 0.094 -0.029
N 0.442 -5.683 -0.376 -0.131
C 1.498 -6.557 -0.207 -0.042
C 2.578 -5.989 -0.779 -0.040
N 2.172 -4.772 -1.289 -0.129
C 3.016 -3.831 -2.003 -0.036
C 0.853 -4.583 -1.050 -0.702
Se -0.149 -3.124 -1.558 0.717
H -1.258 -6.888 -0.269 0.098
H -1.546 -5.131 -0.296 0.040
H -0.935 -5.910 1.183 0.095
H 1.383 -7.498 0.301 0.126
H 3.593 -6.333 -0.868 0.125
H 4.055 -4.080 -1.802 0.096
H 2.798 -2.822 -1.656 0.054
H 2.822 -3.883 -3.074 0.095
C -0.085 2.612 0.897 -0.172
C -0.938 3.728 0.405 -0.284
C -2.131 4.073 1.042 -0.038
C -2.933 5.090 0.559 -0.007
C -2.548 5.796 -0.580 -0.230
C -1.350 5.480 -1.218 -0.024
C -0.563 4.455 -0.728 -0.051
C -3.380 6.844 -1.098 -0.183
N -4.051 7.677 -1.517 0.163
H 0.027 2.647 1.982 0.070
H 0.904 2.629 0.432 0.053
H -2.452 3.525 1.918 0.098
H -3.860 5.342 1.055 0.125
H -1.039 6.048 -2.085 0.121
H 0.376 4.220 -1.218 0.116
C 3.096 1.539 1.728 -0.179
Si 2.302 -0.157 1.858 0.434
C 1.814 -0.428 3.652 -0.163
C 3.553 -1.455 1.333 -0.168
C 0.787 -0.440 0.775 -0.356
H 4.110 1.463 2.130 0.042
H 2.569 2.297 2.310 0.032
H 3.183 1.913 0.706 -0.016
H 2.659 -0.218 4.311 0.040
H 1.497 -1.457 3.835 0.030
H 1.000 0.239 3.947 0.018
H 4.486 -1.366 1.895 0.037
H 3.785 -1.338 0.270 0.008
H 3.164 -2.466 1.476 0.033
H 0.317 -1.366 1.143 0.021
H 1.109 -0.645 -0.259 -0.050
C -1.829 -1.977 3.532 0.006
N -2.068 -0.690 4.182 -0.097
C -2.670 -0.717 5.517 -0.004
C -1.808 0.445 3.570 -0.439
C -2.142 1.747 4.228 0.051
O -1.299 0.454 2.417 -0.155
H -2.723 -2.588 3.636 0.106
H -0.987 -2.481 4.009 0.102
H -1.631 -1.830 2.477 0.068
H -2.882 -1.751 5.768 0.097
H -3.604 -0.159 5.533 0.106
H -1.987 -0.314 6.264 0.101
H -1.976 1.733 5.302 0.090
H -3.199 1.959 4.047 0.118
H -1.546 2.533 3.775 0.082
O -4.665 -0.367 -0.375 -0.243
Cl -3.665 -0.105 0.581 0.722
O -4.111 -0.320 1.912 -0.263
O -3.147 1.273 0.442 -0.383
O -2.459 -0.920 0.313 -0.412
C 4.966 0.947 -2.086 -0.432
Te 2.836 1.079 -2.187 1.276
C 2.994 0.102 -4.079 -0.438
C 4.473 -0.028 -4.358 -0.286
C 4.910 -0.552 -5.573 -0.043
C 6.261 -0.665 -5.851 -0.078
C 7.195 -0.248 -4.911 -0.077
C 6.769 0.273 -3.703 -0.040
C 5.410 0.385 -3.414 -0.288
H 5.247 0.290 -1.263 0.049
H 5.385 1.933 -1.902 0.058
H 2.498 0.700 -4.840 0.042
H 2.508 -0.872 -4.023 0.051
H 4.179 -0.868 -6.309 0.115
H 6.586 -1.069 -6.801 0.106
H 8.254 -0.325 -5.123 0.106
H 7.496 0.602 -2.969 0.118
N -1.030 1.012 -1.503 -0.368
S -0.688 0.211 -2.857 1.011
C -2.172 -0.605 -3.406 -0.396
C -3.415 -0.013 -3.234 -0.069
C -4.532 -0.662 -3.726 -0.052
C -4.395 -1.874 -4.396 -0.050
C -3.145 -2.446 -4.567 -0.053
C -2.016 -1.814 -4.064 -0.137
C -0.534 1.439 -4.145 -0.390
C -0.222 0.969 -5.415 -0.092
C -0.100 1.878 -6.451 -0.056
C -0.290 3.235 -6.214 -0.055
C -0.599 3.685 -4.941 -0.048
C -0.722 2.784 -3.890 -0.064
H -1.874 1.578 -1.604 0.026
H -3.534 0.933 -2.719 0.115
H -5.512 -0.227 -3.584 0.119
H -5.274 -2.375 -4.779 0.113
H -3.045 -3.395 -5.078 0.115
H -1.038 -2.269 -4.151 0.062
H -0.082 -0.091 -5.596 0.117
H 0.141 1.528 -7.446 0.115
H -0.194 3.941 -7.028 0.114
H -0.749 4.741 -4.758 0.112
H -0.950 3.132 -2.893 0.076



Record 3
6
Properties=species:S:1:pos:R:3:lowdin_charge:R:1 method="wB97M-V/def2-TZVPD" smiles="FC(F)=C(Cl)Cl" homo_energy_ev=-9.6 lumo_energy_ev=0.7 charge=0 orbital_gap_ev=10.35
F -1.141 1.214 -0.751 0.151
C -0.425 0.579 0.138 -0.562
F -0.453 1.201 1.238 0.189
C 0.325 -0.479 -0.110 -1.081
Cl 0.401 -1.262 -1.622 0.666
Cl 1.292 -1.253 1.107 0.638



Record 4
323
Properties=species:S:1:pos:R:3:lowdin_charge:R:1 method="wB97M-V/def2-TZVPD" homo_energy_ev=-12.6 lumo_energy_ev=-11.7 charge=+6 orbital_gap_ev=0.93
C 1.304 7.519 -1.343 -0.079
C 2.548 6.660 -1.415 -0.251
C 2.769 6.192 -2.838 -0.074
N 3.926 5.122 -2.889 -0.258
C 5.212 5.752 -2.437 0.034
C 4.066 4.634 -4.334 -0.089
C 4.908 3.376 -4.183 -0.115
C 4.634 2.897 -2.690 -0.115
C 3.623 3.879 -2.122 -0.106
H 1.056 7.819 -0.294 0.080
H 0.472 7.012 -1.779 0.068
H 1.567 8.401 -1.923 0.080
H 2.467 5.823 -0.726 0.088
H 3.377 7.259 -1.011 0.116
H 3.131 6.970 -3.539 0.142
H 1.870 5.676 -3.336 0.147
H 5.116 5.959 -1.360 0.095
H 5.352 6.663 -2.995 0.112
H 6.007 5.074 -2.529 0.086
H 4.514 5.292 -5.085 0.147
H 3.053 4.344 -4.553 0.099
H 6.015 3.522 -4.316 0.132
H 4.517 2.607 -4.773 0.091
H 5.478 2.785 -2.090 0.084
H 4.204 1.843 -2.713 0.128
H 3.662 4.107 -1.084 0.101
H 2.597 3.669 -2.378 0.123
C -8.621 0.393 4.457 -0.073
C -7.391 0.386 5.346 -0.218
C -7.334 1.527 6.292 -0.117
N -6.409 1.251 7.471 -0.225
C -7.018 0.344 8.489 0.020
C -6.149 2.655 8.138 -0.074
C -5.083 3.230 7.245 -0.163
C -4.187 2.074 6.896 -0.119
C -5.005 0.802 7.122 -0.077
H -8.299 0.350 3.379 0.095
H -9.357 1.193 4.634 0.088
H -9.144 -0.529 4.595 0.064
H -6.470 0.315 4.774 0.101
H -7.431 -0.534 5.953 0.123
H -8.203 1.853 6.827 0.133
H -6.981 2.455 5.903 0.112
H -8.052 0.337 8.476 0.090
H -6.672 0.550 9.467 0.100
H -6.725 -0.670 8.345 0.100
H -5.847 2.544 9.153 0.123
H -7.075 3.208 8.234 0.141
H -4.668 3.978 7.904 0.126
H -5.562 3.709 6.390 0.105
H -3.313 2.075 7.567 0.131
H -3.849 2.236 5.857 0.124
H -4.657 0.223 7.987 0.140
H -4.952 0.156 6.245 0.116
C 3.171 -2.145 -1.983 -0.069
C 1.877 -1.344 -1.447 -0.157
C 2.422 -0.394 -0.289 -0.140
N 1.344 0.398 0.378 -0.289
C 0.308 -0.426 0.971 0.007
C 0.650 1.284 -0.581 -0.071
C 0.100 2.515 0.325 -0.107
C 0.743 2.348 1.650 -0.164
C 1.879 1.318 1.477 -0.105
H 3.691 -2.748 -1.206 0.087
H 3.877 -1.568 -2.476 0.034
H 2.935 -2.910 -2.702 0.047
H 1.191 -2.104 -1.093 0.085
H 1.306 -0.778 -2.188 0.094
H 3.214 0.225 -0.722 0.125
H 2.868 -0.970 0.564 0.052
H -0.014 -1.128 0.241 0.096
H -0.493 0.203 1.358 0.086
H 0.669 -0.903 1.864 0.113
H -0.022 0.727 -1.177 0.099
H 1.371 1.626 -1.344 0.122
H -0.996 2.698 0.285 0.109
H 0.557 3.396 -0.040 0.076
H 0.113 1.986 2.430 0.091
H 1.110 3.326 2.037 0.127
H 2.091 0.748 2.348 0.044
H 2.784 1.784 1.115 0.112
C 1.855 5.876 6.077 -0.075
C 2.329 7.138 5.386 -0.212
C 1.028 7.892 5.085 -0.115
N 1.268 9.240 4.438 -0.290
C 2.068 9.035 3.218 0.006
C 2.004 10.168 5.328 -0.125
C 1.806 11.531 4.718 -0.137
C 0.347 11.485 4.132 -0.089
C -0.034 9.938 4.101 -0.044
H 1.676 6.003 7.093 0.054
H 2.619 5.095 6.054 0.084
H 0.930 5.569 5.475 0.104
H 2.716 6.868 4.442 0.088
H 3.058 7.615 5.961 0.099
H 0.369 8.043 5.952 0.151
H 0.501 7.357 4.341 0.094
H 2.090 9.918 2.590 0.114
H 1.691 8.245 2.578 0.108
H 3.116 8.737 3.481 0.129
H 3.025 9.846 5.194 0.120
H 1.664 10.089 6.368 0.157
H 2.571 11.725 3.924 0.126
H 1.907 12.352 5.434 0.124
H 0.376 11.954 3.181 0.098
H -0.358 12.001 4.763 0.108
H -0.283 9.560 3.116 0.120
H -0.825 9.676 4.837 0.147
C -2.480 5.533 -8.388 -0.117
O -1.813 5.763 -9.556 -0.215
C -1.064 4.639 -10.021 -0.173
C -0.260 5.174 -11.199 -0.033
N -1.323 5.882 -12.066 0.043
H -2.010 5.217 -12.376 0.169
H -1.783 6.550 -11.385 0.180
C -0.915 6.690 -13.239 -0.084
C -2.154 7.126 -14.035 -0.190
O -3.088 7.614 -13.071 -0.222
C -4.106 8.438 -13.678 -0.053
H -1.776 5.154 -7.618 0.084
H -3.249 4.767 -8.444 0.088
H -2.962 6.507 -8.003 0.134
H -1.743 3.842 -10.328 0.135
H -0.456 4.245 -9.201 0.141
H 0.201 4.347 -11.718 0.138
H 0.376 5.962 -10.916 0.124
H -0.414 6.012 -13.956 0.150
H -0.316 7.464 -12.846 0.128
H -2.576 6.319 -14.604 0.125
H -1.911 7.941 -14.731 0.142
H -4.984 8.467 -13.030 0.094
H -4.382 7.962 -14.647 0.105
H -3.680 9.437 -13.785 0.098
C 10.080 1.005 4.959 -0.084
O 10.225 2.392 4.819 -0.162
C 9.165 3.101 4.341 -0.253
C 9.774 4.319 3.774 -0.131
N 8.890 5.441 3.567 0.025
H 8.084 5.177 2.984 0.134
H 8.414 5.612 4.477 0.186
C 9.572 6.664 3.052 -0.100
C 8.587 7.766 3.250 -0.222
O 8.041 7.721 4.558 -0.188
C 8.911 8.341 5.502 -0.070
H 11.098 0.652 5.226 0.108
H 9.799 0.545 4.082 0.056
H 9.419 0.674 5.832 0.120
H 8.378 3.360 5.020 0.129
H 8.632 2.480 3.537 0.155
H 10.218 4.209 2.791 0.149
H 10.551 4.702 4.449 0.155
H 9.824 6.488 1.979 0.163
H 10.474 6.856 3.685 0.147
H 7.727 7.557 2.599 0.120
H 9.139 8.661 2.907 0.147
H 9.148 9.378 5.221 0.105
H 9.852 7.833 5.637 0.084
H 8.232 8.343 6.337 0.097
C -6.408 2.905 -2.410 -0.054
O -5.086 2.343 -2.326 -0.200
C -4.613 2.121 -1.039 -0.227
C -4.070 3.441 -0.472 -0.056
N -4.354 3.525 1.012 0.079
H -4.172 2.652 1.463 0.108
H -3.676 4.120 1.427 0.103
C -5.727 4.026 1.186 -0.082
C -6.283 3.920 2.625 -0.166
O -5.565 4.787 3.550 -0.208
C -6.269 6.002 3.810 -0.103
H -6.975 2.529 -1.574 0.075
H -6.928 2.687 -3.387 0.106
H -6.316 3.994 -2.401 0.088
H -3.866 1.387 -1.106 0.074
H -5.419 1.715 -0.372 0.138
H -4.408 4.380 -0.968 0.154
H -2.963 3.454 -0.567 0.127
H -6.376 3.412 0.523 0.132
H -5.718 5.090 1.028 0.138
H -6.207 2.925 2.999 0.091
H -7.356 4.297 2.659 0.145
H -5.549 6.627 4.286 0.078
H -7.057 5.901 4.544 0.078
H -6.696 6.496 2.874 0.118
C 9.216 -12.145 6.176 0.032
O 9.098 -12.788 5.096 -0.117
C 8.387 -12.288 4.165 -0.255
C 7.948 -13.177 3.022 -0.106
N 8.983 -13.261 1.735 0.036
H 8.508 -13.659 0.882 0.170
H 9.595 -12.432 1.607 0.176
C 9.924 -14.242 2.215 -0.181
C 10.844 -14.769 1.087 -0.102
O 10.167 -15.196 -0.134 -0.053
C 10.496 -16.230 -0.890 0.225
H 0.309 -11.437 7.026 0.013
H 3.464 -0.561 2.278 0.122
H 8.909 -11.231 6.557 -0.011
H 8.692 -5.972 15.191 0.198
H 8.221 -11.339 3.941 0.050
H 7.236 -12.430 2.716 0.090
H 7.475 -13.965 3.534 0.107
H 9.503 -15.098 2.867 0.178
H 10.540 -13.611 2.860 0.139
H 11.658 -15.473 1.426 0.160
H 11.515 -13.923 0.651 0.176
H 9.955 -16.567 -1.903 0.187
H 11.329 -16.803 -0.589 0.098
H 2.180 -11.885 3.907 -0.012
C -5.629 -13.929 7.900 -0.016
O -6.567 -13.196 8.744 -0.202
C -7.253 -14.049 9.593 -0.242
C -8.134 -13.190 10.585 -0.027
N -8.645 -11.864 9.872 0.036
H -9.075 -11.243 10.565 0.181
H -7.751 -11.546 9.398 0.173
C -9.688 -11.947 8.849 -0.142
C -9.407 -10.889 7.796 -0.229
O -9.373 -9.587 8.337 -0.215
C -9.177 -8.528 7.412 -0.093
H -5.238 -14.770 8.624 0.131
H -4.726 -13.472 7.575 0.089
H -6.143 -14.505 7.263 0.046
H -6.583 -14.373 10.408 0.130
H -7.906 -14.918 9.223 0.163
H -7.503 -12.868 11.455 0.147
H -9.012 -13.743 10.870 0.123
H -10.750 -11.791 9.232 0.168
H -9.547 -12.997 8.424 0.159
H -10.162 -10.927 6.921 0.170
H -8.348 -11.224 7.531 0.137
H -8.650 -7.718 8.049 0.121
H -10.166 -8.140 7.136 0.085
H -8.708 -8.841 6.430 0.107
C -4.764 -3.451 -1.710 -0.062
O -4.731 -2.279 -2.513 -0.172
C -3.759 -1.408 -2.112 -0.243
C -3.639 -0.377 -3.215 -0.076
N -3.392 -1.179 -4.480 0.076
H -2.487 -1.577 -4.336 0.068
H -4.046 -2.009 -4.619 0.210
C -3.170 -0.414 -5.755 -0.067
C -4.287 0.613 -5.921 -0.251
O -5.442 -0.100 -5.807 -0.205
C -6.579 0.444 -6.442 -0.062
H -5.665 -4.001 -1.990 0.092
H -5.154 -3.184 -0.716 0.097
H -3.817 -3.994 -1.800 0.103
H -2.807 -1.903 -1.972 0.122
H -3.979 -0.735 -1.250 0.130
H -2.829 0.200 -2.911 0.113
H -4.565 0.205 -3.366 0.128
H -3.223 -1.071 -6.601 0.133
H -2.243 0.101 -5.630 0.120
H -4.294 1.082 -6.954 0.140
H -4.259 1.477 -5.198 0.137
H -6.284 0.625 -7.539 0.115
H -6.804 1.369 -6.005 0.066
H -7.365 -0.295 -6.511 0.095
C -0.780 -10.657 -8.623 -0.078
C -0.322 -9.399 -7.946 -0.259
C 1.151 -9.333 -8.200 -0.176
N 1.943 -8.169 -7.598 -0.190
C 3.421 -8.436 -8.108 -0.069
C 4.352 -7.171 -8.110 -0.155
C 3.776 -5.880 -8.796 -0.186
C 2.451 -5.623 -8.121 -0.183
C 1.527 -6.813 -8.211 -0.097
C 1.796 -8.263 -6.047 0.056
H -0.937 -10.433 -9.643 0.077
H -1.799 -10.702 -8.193 0.101
H -0.193 -11.523 -8.362 0.090
H -0.495 -9.391 -6.854 0.118
H -0.833 -8.503 -8.347 0.129
H 1.299 -9.283 -9.284 0.143
H 1.549 -10.203 -7.778 0.113
H 3.303 -8.757 -9.175 0.143
H 3.919 -9.156 -7.478 0.123
H 5.230 -7.508 -8.704 0.122
H 4.741 -6.946 -7.061 0.131
H 3.775 -6.015 -9.905 0.130
H 4.437 -5.023 -8.695 0.112
H 1.858 -4.815 -8.590 0.139
H 2.687 -5.200 -7.130 0.128
H 1.375 -6.908 -9.191 0.093
H 0.570 -6.519 -7.783 0.137
H 1.818 -9.291 -5.787 0.087
H 0.845 -7.843 -5.718 0.106
H 2.606 -7.743 -5.523 0.108
P -1.287 5.790 1.798 0.145
F -2.566 6.429 2.528 -0.147
F -0.556 5.602 3.206 -0.143
F -1.986 4.331 2.017 -0.161
F 0.030 5.245 1.052 -0.148
F -1.966 5.900 0.320 -0.153
F -0.700 7.277 1.647 -0.160
P 5.315 4.689 1.891 0.157
F 3.990 5.206 1.122 -0.156
F 5.851 6.192 1.963 -0.150
F 4.685 4.871 3.378 -0.151
F 6.716 4.131 2.572 -0.187
F 4.792 3.176 1.789 -0.145
F 6.077 4.524 0.480 -0.162
P -0.617 3.335 -4.359 0.184
F -0.813 2.376 -5.659 -0.166
F -2.181 3.239 -3.899 -0.175
F -0.312 2.136 -3.378 -0.143
F -0.388 4.418 -3.086 -0.216
F 1.000 3.400 -4.733 -0.197
F -0.921 4.607 -5.266 -0.151
P -0.284 -3.102 -4.512 0.200
F 1.077 -2.170 -4.781 -0.190
F 0.401 -4.231 -5.382 -0.153
F 0.448 -3.753 -3.171 -0.179
F -1.638 -3.927 -4.262 -0.141
F -0.917 -1.866 -3.614 -0.181
F -0.914 -2.542 -5.880 -0.147
P -3.446 0.048 2.633 0.187
F -4.180 1.465 3.147 -0.210
F -3.472 0.691 1.130 -0.177
F -2.031 0.767 2.858 -0.141
F -2.781 -1.282 2.126 -0.106
F -3.519 -0.467 4.147 -0.137
F -4.963 -0.549 2.292 -0.193



Which of these has the highest charge? C77H188F30N11O12P5



What is the charge in the second record? +1



Please write out number 1 again, unchanged.
11
Properties=species:S:1:pos:R:3:lowdin_charge:R:1 method="wB97M-V/def2-TZVPD" homo_energy_ev="-8.6 / -10.2" lumo_energy_ev="-2.0 / -1.2" charge=0 orbital_gap_ev="6.65 / 9.02"
N -2.445 -0.633 0.423 0.198
C -1.332 -0.275 0.445 -0.297
C -0.388 1.236 0.421 0.065
C 0.148 -0.083 0.444 -0.219
C 1.004 -0.770 -0.842 -0.329
O 2.198 -0.504 -0.471 -0.031
H -0.347 1.897 1.289 0.108
H -0.751 1.674 -0.511 0.113
H 0.612 -0.402 1.379 0.152
H 0.652 -1.827 -0.836 0.119
H 0.570 -0.241 -1.724 0.121